# 1
153
Properties=species:S:1:pos:R:3:forces:R:3 method="wB97M-V/def2-TZVPD" relative_energy_kj_mol=646.9 gap_ev=10.631 mol_weight_g_mol=1260.67 fmax_ev_per_a=6.373 smiles="COP(=O)(OC)OC.COP(=O)(OC)OC.COP(=O)(OC)OC.COP(=O)(OC)OC.COP(=O)(OC)OC.COP(=O)(OC)OC.COP(=O)(OC)OC.COP(=O)(OC)OC.COP(=O)(OC)OC"
C 2.43409 -10.77673 6.13251 -1.39 -1.02 0.96
O 3.46284 -9.87736 5.83567 1.36 1.95 0.49
P 3.57584 -8.60293 6.83515 0.48 2.26 -0.48
O 3.46548 -8.90690 8.27783 0.30 0.31 -1.56
O 4.94511 -7.70603 6.42144 -2.12 -2.58 2.30
C 5.25942 -7.45964 5.10695 0.60 0.50 -2.26
O 2.43427 -7.57265 6.24724 0.57 -3.27 -0.58
C 2.41785 -6.19658 6.43515 -0.37 0.49 1.28
H 2.30146 -11.53283 5.35867 0.07 0.62 -0.46
H 1.52885 -10.20858 6.34669 -0.33 -0.26 -0.43
H 2.59725 -11.37609 7.02818 0.54 0.27 0.26
H 6.20518 -7.90039 4.79168 0.15 -0.35 0.42
H 5.40573 -6.39075 4.95148 -0.26 0.17 0.12
H 4.53121 -7.82144 4.38108 -0.31 0.06 0.12
H 1.37542 -5.88525 6.50220 -0.07 -0.03 -0.23
H 2.89164 -5.65570 5.61596 0.32 -0.03 0.25
H 2.81713 -6.05078 7.43885 0.44 0.92 -0.22
C -3.51793 4.95264 -1.62739 1.86 0.56 -0.49
O -4.27188 3.79522 -1.37399 -1.86 -0.02 -0.02
P -5.79406 4.00947 -0.90175 -1.90 0.16 0.89
O -5.95999 4.47963 0.50769 0.37 -0.01 -2.39
O -6.43612 2.54834 -1.12221 1.43 1.76 -0.59
C -5.94297 1.48765 -0.30662 -0.61 -0.86 0.13
O -6.61197 4.89551 -2.09630 1.66 -0.92 6.08
C -6.48936 4.45024 -3.35787 0.39 0.45 -2.93
H -2.72157 5.03117 -0.88729 -0.20 0.15 0.21
H -4.04421 5.90445 -1.69931 -0.43 -0.23 0.24
H -3.00384 4.79457 -2.57546 -0.08 0.04 -0.15
H -5.30295 1.72666 0.54270 -0.50 0.81 0.18
H -5.31294 0.78861 -0.85662 -0.45 -0.04 -0.56
H -6.91402 1.08247 -0.02203 0.66 -0.86 0.60
H -5.44437 4.39233 -3.66241 0.20 -0.54 -0.10
H -6.85233 5.32476 -3.89784 -0.48 -0.56 -0.87
H -7.02825 3.52049 -3.54028 -0.01 0.09 -0.24
C -0.30963 -0.17559 -1.61218 -0.47 1.37 0.54
O 0.25151 -0.67988 -0.37182 0.02 0.75 0.90
P 0.46897 0.36933 0.87021 -0.31 0.93 -1.00
O 1.46962 1.44576 0.73757 -0.41 -1.33 0.02
O 0.59859 -0.56511 2.13750 0.64 0.22 -0.41
C -0.38104 -1.57635 2.20980 -0.40 -1.73 0.85
O -1.00441 0.98077 1.11736 0.62 -0.76 -1.55
C -1.16803 1.88537 2.14554 -1.39 2.02 1.81
H -0.46854 -0.88352 -2.42562 0.67 -0.57 0.61
H 0.29784 0.66622 -1.94450 0.11 -0.16 -0.23
H -1.29716 0.22562 -1.38435 -0.09 0.03 0.01
H -0.41551 -1.99417 3.21594 0.33 0.37 0.23
H -0.07264 -2.41757 1.58903 -0.33 0.16 -0.33
H -1.40061 -1.24513 2.01266 0.21 0.20 -0.43
H -1.49867 1.41916 3.07367 0.23 -0.45 0.05
H -1.96718 2.59494 1.93112 -0.42 -0.34 -0.58
H -0.39923 2.61113 2.41072 0.99 -0.69 -0.48
C -3.69139 0.99056 -6.79809 0.79 0.32 -0.79
O -3.99924 -0.17712 -6.05781 -2.13 -1.56 -0.20
P -5.20388 -1.20017 -6.58480 -0.15 -0.11 1.52
O -5.50672 -2.33890 -5.65133 1.05 2.09 -1.68
O -6.50356 -0.21108 -6.77274 1.34 -0.84 -1.39
C -7.37042 -0.36999 -7.94082 -0.22 -0.26 0.12
O -4.67098 -1.63776 -8.05918 -2.20 1.78 1.26
C -3.56661 -2.48787 -8.11732 1.14 -0.24 -0.47
H -3.31166 1.75730 -6.12281 -0.39 -0.06 0.13
H -4.49089 1.36851 -7.43531 -0.35 -0.01 0.44
H -2.87304 0.78742 -7.48885 0.16 -0.23 -0.02
H -6.82994 -0.39328 -8.88710 0.30 -0.04 0.24
H -8.09166 0.44472 -8.00526 0.36 0.24 0.48
H -7.96659 -1.27796 -7.84990 0.22 -0.15 0.11
H -3.74293 -3.10958 -8.99510 0.12 -0.58 0.49
H -3.40490 -2.97721 -7.15686 -0.11 -0.56 -0.33
H -2.66851 -1.91443 -8.34684 0.08 0.21 0.10
C 2.39334 6.81832 1.46035 0.36 -0.28 -0.08
O 1.06231 7.00809 1.92528 -1.59 2.47 0.39
P 0.34031 8.46628 1.67686 0.27 0.08 -1.04
O 0.40708 8.99486 0.27335 -0.50 -1.06 2.36
O -1.17266 8.21407 2.26192 2.06 -0.43 -1.17
C -1.35471 7.86557 3.61480 -0.28 1.23 2.40
O 1.07690 9.49248 2.71844 0.16 -3.24 -0.12
C 0.84911 10.84755 2.67895 -1.00 2.09 -0.57
H 2.91121 7.75346 1.24718 -0.13 0.02 -0.10
H 2.32686 6.19289 0.57012 0.27 0.10 0.01
H 2.93293 6.30015 2.25309 0.00 -0.05 -0.12
H -2.28521 7.35696 3.86692 -0.05 -0.20 -1.00
H -1.41594 8.79787 4.17618 -0.27 0.36 -0.01
H -0.57783 7.37980 4.20523 0.58 -0.60 -1.05
H 1.55057 11.41710 2.06930 0.28 -0.41 -0.22
H 0.88734 11.30637 3.66694 -0.05 -0.45 0.20
H -0.13525 11.02526 2.24588 -0.14 0.34 0.10
C 6.76784 -5.94354 -1.50857 0.57 0.46 -0.77
O 5.64437 -5.31388 -2.19180 0.01 -0.09 0.05
P 5.71553 -3.80710 -2.72264 0.73 2.00 0.56
O 6.71881 -3.52107 -3.78934 -1.56 -0.58 1.43
O 4.16742 -3.41613 -3.02587 2.80 -0.05 1.80
C 3.67790 -3.47382 -4.30803 -1.64 -0.77 -1.51
O 5.93509 -2.84494 -1.40020 0.19 -2.12 -1.51
C 5.12759 -3.04177 -0.23497 -0.02 1.25 0.40
H 6.53020 -6.05391 -0.45053 0.14 0.16 -0.18
H 7.68606 -5.40024 -1.73176 -0.10 0.68 0.65
H 7.07706 -6.89282 -1.94600 -1.10 -0.33 -0.14
H 2.94465 -4.27407 -4.20785 -0.20 -0.14 -1.03
H 4.40600 -3.66296 -5.09685 0.20 -0.20 0.26
H 3.14341 -2.56862 -4.59620 0.10 0.22 0.35
H 4.21315 -3.61827 -0.37465 0.11 0.06 -0.29
H 4.91277 -2.00632 0.02922 -0.63 -0.16 0.27
H 5.67636 -3.42815 0.62390 0.37 -0.40 -0.34
C 0.28489 4.99193 8.89824 -0.12 1.14 1.06
O 0.94847 3.87858 8.40484 -0.24 -3.36 -0.68
P 0.38548 2.31900 8.58383 1.12 1.98 -0.74
O 0.04388 1.93673 9.94030 -0.19 -0.27 0.40
O -0.78887 2.21938 7.51893 0.31 0.70 -0.02
C -1.84954 1.27440 7.66496 0.31 -0.39 -0.29
O 1.58265 1.48701 7.93958 -0.46 1.06 -0.55
C 2.08704 1.93515 6.65500 1.06 -0.67 -0.65
H -0.51711 4.76882 9.60188 -0.28 -0.25 -0.28
H -0.04464 5.64858 8.09305 -0.20 -0.18 -0.06
H 1.00673 5.54304 9.50099 0.10 0.19 -0.08
H -2.78565 1.82785 7.73908 0.06 -0.24 0.32
H -1.61929 0.60775 8.49602 -0.51 0.19 0.21
H -1.86222 0.66399 6.76200 -0.09 0.07 -0.08
H 2.21626 1.07621 5.99650 -0.20 -0.33 0.32
H 3.09435 2.33169 6.78219 -0.15 0.19 0.31
H 1.51978 2.64084 6.04812 -0.54 0.16 0.79
C 0.45316 -11.77882 0.95445 -0.47 -1.07 -0.58
O 1.21206 -10.61311 1.28903 -0.61 1.29 -0.65
P 0.88213 -9.20975 0.52422 1.30 0.85 -0.22
O 1.53908 -7.97579 1.07805 -1.20 -2.34 -0.60
O 1.28870 -9.52849 -1.00951 -0.38 -0.60 1.11
C 1.47218 -8.52968 -2.00359 -0.07 0.86 -0.24
O -0.71893 -9.16503 0.43730 0.99 -0.46 0.65
C -1.41417 -8.33553 1.36677 -0.98 1.17 -0.19
H -0.07481 -11.71435 0.00304 0.44 0.28 -0.26
H -0.34990 -12.08521 1.62476 0.14 0.84 0.77
H 1.10234 -12.65418 0.93394 0.37 0.33 -0.17
H 1.17084 -7.54836 -1.63710 0.22 0.04 0.14
H 0.87783 -8.70228 -2.90084 -0.25 -0.54 0.24
H 2.50995 -8.49710 -2.33537 0.06 -0.06 0.35
H -0.93522 -7.99695 2.28550 0.84 -0.46 -0.27
H -2.34350 -8.79852 1.69853 0.04 -0.27 -0.46
H -1.62105 -7.44178 0.77812 -0.42 0.17 0.38
C -1.51220 8.39990 -6.08327 -0.49 0.40 0.60
O -0.91040 7.34072 -6.82711 0.94 0.06 0.58
P 0.62703 6.88502 -6.71142 -1.22 -0.20 -1.80
O 0.79114 5.66944 -7.58022 0.60 2.21 1.70
O 1.38233 8.27854 -7.09120 -0.78 -1.19 0.49
C 2.53591 8.28458 -7.88834 0.77 0.19 -1.42
O 0.95268 6.75980 -5.15096 -2.91 1.78 -1.72
C 2.02588 6.05971 -4.74476 2.71 -1.94 1.43
H -1.71036 9.32390 -6.62647 0.54 -0.21 -0.71
H -0.93974 8.69398 -5.20355 0.06 -0.31 0.05
H -2.51009 8.07580 -5.78790 0.17 -0.31 0.21
H 2.79311 7.28567 -8.24066 0.27 -0.09 0.41
H 3.36269 8.82209 -7.42400 -0.03 -0.43 0.50
H 2.37696 8.83978 -8.81279 -0.51 0.16 -0.02
H 1.68625 5.23518 -4.11793 0.13 -0.33 -0.22
H 2.70380 6.62288 -4.10339 -0.18 0.54 -0.03
H 2.64063 5.69974 -5.56974 -0.10 -0.33 -0.05

=====

# 2
67
Properties=species:S:1:pos:R:3:forces:R:3 method="wB97M-V/def2-TZVPD" gap_ev=8.898 mol_weight_g_mol=461.06 fmax_ev_per_a=2.442 smiles="CC(C)(C)CC(C)(C)c1ccc(OCCOCC[Si@@](Cl)(CCC(N)=O)[PH2]=N)cc1"
C -1.12549 0.62054 2.57585 0.27 0.01 0.46
C -2.11389 1.73141 2.93456 0.00 0.46 1.02
C -3.18587 1.10050 3.85682 0.51 -0.43 -0.81
C -1.34069 2.75483 3.81708 -0.01 0.21 -0.43
C -2.81213 2.47750 1.76149 0.07 -0.74 -0.17
C -2.57589 2.00540 0.32170 -0.27 0.47 -1.15
C -3.09200 0.58127 0.03543 0.07 0.44 -0.25
C -3.45130 2.93800 -0.57768 0.12 0.06 1.20
C -1.14346 2.22996 -0.18881 -1.94 -0.53 1.39
C -0.36553 3.21804 0.35234 0.11 0.39 0.14
C 0.91864 3.38329 -0.09326 0.28 1.34 1.03
C 1.42561 2.57252 -1.05190 1.54 0.22 -0.82
O 2.74358 2.71372 -1.47937 0.00 -0.30 0.63
C 3.64035 2.04300 -0.58195 -0.13 -0.09 0.01
C 4.31447 0.86307 -1.23610 0.61 0.75 -0.22
O 3.36953 -0.07117 -1.69265 -0.17 -0.20 0.01
C 3.76046 -1.42282 -1.55314 0.37 0.09 -0.05
C 3.24605 -2.25227 -2.73544 -0.03 -0.32 0.06
Si 1.92348 -3.50521 -2.29335 -0.28 0.08 0.55
Cl 2.64090 -5.45110 -2.49039 -0.12 0.32 0.03
C 1.23102 -3.32134 -0.54048 -0.42 -0.57 -0.54
C -0.22266 -3.84161 -0.48334 0.22 -0.20 0.90
C -0.65179 -4.43487 0.88129 -1.08 -0.43 0.23
N 0.13097 -4.15004 2.06682 -0.19 0.07 -0.52
O -1.66168 -5.10519 0.96147 1.37 0.68 -0.20
P 0.19994 -3.35392 -3.74812 0.55 0.17 -1.72
N 0.67081 -2.83052 -5.17565 0.11 0.03 0.56
C 0.64495 1.61650 -1.60579 -0.19 -1.30 -1.28
C -0.63994 1.43394 -1.17689 -0.10 -0.33 -0.35
H -1.58220 -0.24938 2.11208 -0.06 0.07 -0.23
H -0.69724 0.25866 3.51581 -0.02 -0.02 0.06
H -0.27929 0.99136 2.00094 -0.08 -0.06 -0.30
H -3.54448 0.19723 3.35691 -0.49 0.11 0.03
H -3.99805 1.79403 4.05807 -0.08 -0.05 0.15
H -2.71704 0.75409 4.77565 -0.09 0.13 0.19
H -1.45270 2.53366 4.87639 0.13 -0.08 0.06
H -1.70450 3.77021 3.65617 -0.11 0.03 0.12
H -0.27746 2.77469 3.57304 0.06 -0.04 0.00
H -2.58958 3.54036 1.79419 0.10 0.08 0.11
H -3.89122 2.41963 1.92765 -0.05 -0.02 -0.05
H -3.37119 0.52331 -1.01745 -0.03 -0.09 -0.06
H -2.34761 -0.19428 0.19285 -0.14 -0.12 0.33
H -4.01032 0.42298 0.59986 0.11 -0.28 0.16
H -4.50463 2.74879 -0.36135 -0.09 -0.12 -0.32
H -3.26555 3.96029 -0.24502 0.07 0.19 -0.40
H -3.20701 2.81497 -1.62762 -0.14 0.02 -0.11
H -0.71895 3.87575 1.12825 -0.16 0.01 0.10
H 1.50802 4.17570 0.34699 0.28 -0.01 -0.10
H 4.38820 2.75406 -0.22742 0.13 0.03 -0.13
H 3.10892 1.67381 0.29601 -0.23 0.11 0.04
H 4.92716 1.23685 -2.06702 -0.13 -0.16 -0.18
H 5.02808 0.44773 -0.51700 -0.17 -0.22 0.14
H 3.41515 -1.79083 -0.58092 -0.02 -0.08 -0.01
H 4.85013 -1.49691 -1.53746 0.07 0.07 0.00
H 2.90158 -1.58889 -3.52965 -0.15 0.13 0.09
H 4.08130 -2.79955 -3.17384 0.00 -0.11 -0.03
H 1.81943 -3.99211 0.08424 0.35 0.26 0.13
H 1.29797 -2.29739 -0.17961 0.12 0.06 0.10
H -0.37938 -4.66250 -1.18418 -0.18 0.04 -0.12
H -0.95201 -3.05716 -0.68462 0.00 0.02 -0.25
H 0.44311 -3.18194 2.03109 0.06 -0.03 -0.04
H 0.98623 -4.69965 2.02936 -0.10 -0.15 0.22
H -0.36081 -4.64442 -3.92538 -0.33 0.20 0.70
H -0.82064 -2.55104 -3.17776 -0.11 -0.40 0.20
H 1.66522 -2.63015 -5.16079 -0.05 0.13 -0.24
H 1.00556 0.97041 -2.39199 0.38 0.08 -0.03
H -1.23263 0.65417 -1.62705 -0.11 -0.07 -0.04

=====

# 3
10
Properties=species:S:1:pos:R:3:forces:R:3 method="wB97M-V/def2-TZVPD" relative_energy_kj_mol=272.3 gap_ev=9.968 mol_weight_g_mol=84.08 fmax_ev_per_a=0.866 smiles="C=C=N.N=C=O"
C 0.88553 -0.88676 0.38762 0.18 -0.06 -0.03
C 1.33607 -0.03086 -0.56669 -0.23 0.51 -0.34
N 1.30687 0.88039 -1.33905 0.27 -0.67 0.47
H 1.24812 -0.74947 1.40279 -0.07 0.02 -0.14
H 0.65328 -1.90764 0.09905 0.03 0.15 -0.01
H 0.22167 1.17499 -1.09038 -0.18 0.01 0.06
N -1.04720 0.92570 -0.29780 -0.02 -0.31 0.26
C -1.04518 -0.06611 0.49116 -0.38 0.01 0.13
O -1.59396 -0.77686 1.27086 0.35 0.36 -0.39
H -1.93015 1.41619 -0.35212 0.03 -0.02 0.00

=====

What LUMO values result from the calculations? In sequence: 0.1, 0.2, 0.4 eV.
What HOMO level values result from the calculations? In sequence: -10.5717, -8.7096, -9.6053 eV.